No. 1
C42H32FMnN3O7 as an isolated structure. Source: the Open Molecules 2025 dataset; level of theory: ωB97M-V/def2-TZVPD.

Atoms and positions in Å:
Mn  0.68701  0.34688  -0.98431
C  -1.67689  -4.39104  4.07067
C  -1.75938  -2.97075  4.61048
C  -1.05813  -2.86057  5.95268
C  -1.08913  -1.43676  6.47089
C  -0.45133  -0.52070  5.46905
C  0.19817  0.62458  5.85396
C  0.77003  1.46751  4.89969
F  1.38307  2.58282  5.33403
C  0.71724  1.19297  3.56781
C  0.06569  0.02079  3.14846
C  -0.00885  -0.28859  1.73025
O  0.60967  0.47483  0.91330
C  -0.75570  -1.41378  1.35415
C  -1.28299  -2.20995  2.34291
N  -1.16164  -1.98989  3.65106
C  -0.51325  -0.83633  4.09208
C  -0.96914  -1.88364  -0.06509
O  -1.69495  -2.84478  -0.24928
O  -0.35474  -1.23797  -0.99546
H  -1.92189  -5.07917  4.87842
H  -0.66718  -4.61502  3.72645
H  -2.37248  -4.58544  3.25843
H  -2.80806  -2.67884  4.73152
H  -0.02404  -3.20157  5.84372
H  -1.55250  -3.54035  6.64658
H  -0.57320  -1.35410  7.42745
H  -2.12625  -1.13013  6.64121
H  0.27178  0.88946  6.90040
H  1.15226  1.85808  2.83795
H  -1.81952  -3.09021  2.02460
C  -0.73576  1.56310  -1.36494
C  -1.67019  1.93247  -2.07996
C  -2.75790  2.43271  -2.76716
C  -4.09436  2.02153  -2.32840
C  -4.26923  0.77687  -1.71050
C  -5.51439  0.38015  -1.25761
C  -6.61178  1.22033  -1.39774
C  -6.45012  2.46333  -1.99467
C  -5.20685  2.86047  -2.45692
C  -2.54027  3.34701  -3.89251
C  -1.40339  4.16092  -3.92002
C  -1.15813  5.00596  -4.98701
C  -2.03885  5.05023  -6.05986
C  -3.16485  4.23837  -6.05319
C  -3.41500  3.39675  -4.98282
H  -3.41637  0.11858  -1.60668
H  -5.62911  -0.59424  -0.80241
H  -7.58551  0.90983  -1.04330
H  -7.29515  3.13112  -2.09521
H  -5.08676  3.84128  -2.89665
H  -0.71762  4.12064  -3.08325
H  -0.27580  5.63197  -4.98341
H  -1.84490  5.70520  -6.89827
H  -3.84648  4.24947  -6.89266
H  -4.28060  2.74909  -5.00073
O  1.89261  -1.01995  -4.56564
C  1.93971  -0.91544  -3.36113
O  1.37987  0.03572  -2.66995
C  2.77338  -1.87249  -2.53660
C  3.74736  -2.63691  -3.16812
C  4.61017  -3.44115  -2.43309
C  4.50753  -3.49986  -1.05033
C  3.51163  -2.75083  -0.45130
C  2.64728  -1.94864  -1.15864
N  3.36773  -2.78594  1.02533
O  4.16580  -3.45483  1.65221
O  2.52154  -2.06434  1.52408
H  3.82159  -2.57745  -4.24505
H  5.37210  -4.01944  -2.93652
H  5.16720  -4.10663  -0.44872
H  1.88202  -1.41080  -0.61188
N  2.07951  1.86035  -0.84752
C  3.38866  1.29658  -0.67417
C  3.75639  0.81098  0.57323
C  4.96086  0.13953  0.71955
C  5.80188  -0.03559  -0.36989
C  5.43581  0.47461  -1.60797
C  4.22834  1.13441  -1.76725
H  1.79101  2.43324  -0.05932
H  1.98192  2.39879  -1.70571
H  3.08364  0.92014  1.41341
H  5.23498  -0.25412  1.68923
H  6.73725  -0.56610  -0.25442
H  6.08375  0.34273  -2.46330
H  3.92416  1.50191  -2.73868

Values from the calculation:
LUMO level (spin up / spin down): -0.7 / -0.8 eV
2S+1: 4
Relative energy (zero: lowest compared OMol25 entry of this formula, charge and spin): 0.7802 eV
Expectation value of S²: 3.904

Here are the Mulliken charges for atoms 1 to 6, given in e:
1. Mn 1.056
2. C -1.749
3. C 0.472
4. C -0.983
5. C -1.110
6. C 1.009



No. 2
C4H4O4 as an isolated structure at a distorted geometry. Source: the Open Molecules 2025 dataset; level of theory: ωB97M-V/def2-TZVPD.

Atoms and positions in Å:
C  -0.40636  -0.13939  0.99467
C  0.12355  -0.63729  -0.10239
C  0.39129  0.36686  -1.19958
C  -0.06154  1.61984  -0.54072
H  -0.69473  -1.27499  2.05200
H  0.53884  -2.38255  -1.29173
H  1.00821  2.65081  -0.25139
H  -0.75167  2.23141  -1.19860
O  -0.78620  -0.46218  2.19653
O  0.44873  -1.96692  -0.07726
O  0.85411  0.00880  -2.23560
O  -0.56443  1.35969  0.83856

Values from the calculation:
LUMO level: 0.1 eV
Relative energy (zero: lowest compared OMol25 entry of this formula, charge and spin): 6.1945 eV

Here are the Mulliken charges for atoms 1 to 6, given in e:
1. C 0.117
2. C 0.731
3. C 0.488
4. C -0.467
5. H 0.267
6. H 0.395



No. 3
C2H3N3O in the gas phase at a distorted geometry. Source: the Open Molecules 2025 dataset; level of theory: ωB97M-V/def2-TZVPD.

Atoms and positions in Å:
C  2.61208  -1.06451  -0.12836
C  -0.17026  1.14175  0.25194
N  0.99195  1.23276  -0.01033
N  2.20193  1.35312  0.10856
N  -1.35944  1.09235  -0.32285
O  3.13261  0.15335  -0.09839
H  3.38437  -1.80369  -0.60659
H  -2.00001  1.02042  0.38812
H  -1.46558  1.46734  -1.27757

Values from the calculation:
LUMO level: 0.0 eV
Relative energy (zero: lowest compared OMol25 entry of this formula, charge and spin): 7.8806 eV

Here are the Mulliken charges for atoms 1 to 6, given in e:
1. C -0.261
2. C 0.104
3. N 0.540
4. N -0.615
5. N -0.330
6. O -0.101



No. 4
A 5-piece molecular cluster, C35H82BN6O10 overall at a distorted geometry. Source: the Open Molecules 2025 dataset; level of theory: ωB97M-V/def2-TZVPD.

Atoms and positions in Å:
C  -4.54639  -4.31252  -0.01993
C  -4.80352  -3.34999  -1.27038
O  -5.66317  -2.45035  -1.25287
O  -4.03055  -3.49252  -2.45185
C  -2.60261  -3.31994  -2.16431
C  -1.89319  -2.30975  -3.17128
C  -2.01755  -0.76924  -2.77140
C  -1.64468  -0.45022  -1.25369
C  -0.31321  -1.15585  -0.72533
C  -0.52090  -2.06081  0.57512
O  -1.65006  -1.74008  1.42764
B  -1.57626  -2.84456  2.40237
C  -2.67946  -2.95555  3.60959
C  -3.61804  -1.67522  3.79098
O  -2.93712  -0.45527  4.15672
C  -4.59444  -1.40307  2.52596
N  -4.60795  0.07508  2.27706
O  -0.12384  -2.83337  2.75389
C  0.62097  -2.11881  1.71407
C  0.87064  -0.70235  2.45383
C  2.13111  0.11733  1.87429
C  1.67336  1.53142  1.29872
C  1.19607  2.58341  2.40693
N  -0.01727  3.30788  1.84807
C  0.38404  4.18690  0.70305
C  -0.43265  4.21636  2.94075
C  -0.94383  3.68777  4.36195
O  -0.43564  5.47269  2.79308
H  -5.46126  -4.32068  0.65207
H  -3.61286  -3.89422  0.51032
H  -4.29352  -5.34148  -0.44999
H  -2.13479  -4.35431  -2.36132
H  -2.38815  -3.08826  -1.07092
H  -2.43587  -2.42481  -4.17990
H  -0.79073  -2.56307  -3.26306
H  -3.12765  -0.48956  -2.89848
H  -1.44157  -0.14358  -3.53422
H  -2.57446  -0.67389  -0.62970
H  -1.47890  0.68414  -1.14732
H  0.18054  -1.83379  -1.51329
H  0.46675  -0.35026  -0.49795
H  -0.58217  -3.12147  0.12055
H  -1.79541  -3.81735  1.71877
H  -3.28182  -3.91665  3.40957
H  -2.11206  -3.15213  4.58475
H  -4.32939  -1.91737  4.66878
H  -1.97437  -0.58099  4.26623
H  -5.66874  -1.71373  2.75591
H  -4.25469  -1.97171  1.59608
H  -3.71655  0.38255  1.85497
H  -5.38671  0.30350  1.63486
H  1.60783  -2.61020  1.39175
H  -0.03158  -0.01432  2.40359
H  1.08348  -0.90921  3.55922
H  2.97036  0.18471  2.64849
H  2.51738  -0.48923  0.97383
H  2.54437  2.00265  0.73155
H  0.81366  1.44577  0.54172
H  1.99195  3.40219  2.53868
H  0.94970  2.04939  3.37632
H  0.72111  3.60124  -0.21501
H  1.28047  4.79835  1.04977
H  -0.47705  4.85330  0.34539
H  -0.03787  3.74005  5.06728
H  -1.41637  2.65707  4.32698
H  -1.69736  4.45047  4.76741
C  3.35956  -1.28328  -6.92866
C  3.42428  -1.37661  -5.40667
C  2.31216  -2.25271  -4.79723
O  1.03873  -1.62164  -4.73743
C  0.29391  -1.68667  -5.94280
N  3.41371  -0.01999  -4.84584
H  2.55421  -0.63363  -7.27542
H  4.29228  -0.87201  -7.32307
H  3.22057  -2.27174  -7.37603
H  4.38275  -1.84302  -5.15348
H  2.58195  -2.46337  -3.75747
H  2.24041  -3.22383  -5.30349
H  0.45841  -2.62641  -6.47901
H  0.53721  -0.83539  -6.58110
H  -0.76591  -1.61679  -5.68979
H  3.54357  -0.08267  -3.83767
H  2.46471  0.34020  -4.94361
C  -0.61129  -1.47969  9.99626
C  -1.08537  -0.26955  9.19690
C  -1.73320  -0.63863  7.84755
O  -0.80410  -0.98755  6.82938
C  -0.36383  -2.33094  6.86634
N  0.04147  0.65575  9.02137
H  0.30266  -1.91707  9.59202
H  -0.39664  -1.19163  11.02872
H  -1.38049  -2.25609  10.02450
H  -1.84990  0.23392  9.79893
H  -2.25657  0.24658  7.47284
H  -2.49168  -1.42236  7.96480
H  -1.15368  -3.01338  7.19494
H  0.51481  -2.42651  7.50956
H  -0.06425  -2.61245  5.85437
H  -0.29827  1.49960  8.56361
H  0.66639  0.24233  8.32966
C  2.56650  7.40609  3.13423
C  3.65314  6.57307  2.46216
C  4.15794  5.40505  3.33222
O  5.05214  5.79219  4.37152
C  4.41816  6.26250  5.54827
N  4.75182  7.45995  2.05627
H  2.96109  8.05937  3.91461
H  2.07343  8.04868  2.40111
H  1.79978  6.76527  3.57723
H  3.21262  6.13975  1.55765
H  4.73336  4.73126  2.68913
H  3.32630  4.81513  3.73684
H  3.47961  5.73652  5.74792
H  4.24449  7.33874  5.48066
H  5.09451  6.08966  6.38801
H  5.43464  6.91505  1.53254
H  5.25457  7.72509  2.90275
C  -0.26187  -2.78937  -11.90374
C  0.84485  -2.82196  -10.85398
C  0.34207  -2.55365  -9.42176
O  0.07359  -1.18373  -9.14269
C  -1.20308  -0.73640  -9.56651
N  1.89866  -1.87670  -11.24395
H  -0.59482  -1.77549  -12.13051
H  0.09230  -3.22497  -12.84124
H  -1.12846  -3.37078  -11.57761
H  1.27023  -3.83141  -10.86652
H  1.13778  -2.84164  -8.72751
H  -0.52701  -3.17663  -9.17561
H  -1.96534  -1.51529  -9.46812
H  -1.15570  -0.37754  -10.59708
H  -1.49082  0.10781  -8.93676
H  2.67368  -1.96341  -10.58878
H  1.54176  -0.93742  -11.07046

Values from the calculation:
Charge: -1
LUMO level: 2.0 eV

Here are the Mulliken charges for atoms 1 to 6, given in e:
1. C -0.310
2. C 0.651
3. O -0.583
4. O -0.370
5. C 0.487
6. C -0.177



No. 5
A 4-piece molecular cluster, C24H34BClNO3 overall. Source: the Open Molecules 2025 dataset; level of theory: ωB97M-V/def2-TZVPD.

Atoms and positions in Å:
C  2.67660  3.48877  0.86594
C  1.51586  4.07285  0.06155
C  1.20413  3.45820  -1.31001
Cl  2.58820  2.64847  -2.04026
N  0.03941  2.49167  -1.23082
C  -0.60022  2.02328  -2.53974
C  -0.43462  2.86339  -3.79789
O  0.68703  2.44269  -4.53477
C  0.32021  1.29514  -0.37078
B  -1.02952  0.54556  0.07421
O  -1.83250  1.24847  0.90433
O  -1.35760  -0.68559  -0.42379
H  2.59829  3.83192  1.89688
H  2.69975  2.40092  0.89136
H  3.62999  3.83648  0.47412
H  1.73082  5.12455  -0.13124
H  0.59499  4.07109  0.65483
H  0.89067  4.24113  -1.99322
H  -0.69470  3.01037  -0.74229
H  -1.66383  1.94948  -2.30667
H  -0.23875  1.01493  -2.73484
H  -1.33746  2.67296  -4.38630
H  -0.43065  3.93668  -3.58928
H  1.24360  3.18168  -4.78217
H  0.84285  1.63613  0.52079
H  0.97961  0.63647  -0.93228
H  -2.40514  0.72933  1.48635
H  -0.74337  -1.39682  -0.21187
C  -0.85924  -4.02971  -2.98027
C  -0.16853  -4.27820  -4.15950
C  -0.09168  -3.29913  -5.14004
C  -0.70395  -2.06775  -4.94464
C  -1.39352  -1.81990  -3.76618
C  -1.47073  -2.79928  -2.78457
H  -0.92103  -4.79500  -2.21719
H  0.30837  -5.23697  -4.31535
H  0.44141  -3.49709  -6.06066
H  -0.64760  -1.30788  -5.71371
H  -1.88475  -0.86560  -3.61296
H  -2.02328  -2.60858  -1.87438
C  2.32192  -0.31372  3.46742
C  3.21852  -0.11166  4.50791
C  4.56458  0.08836  4.23375
C  5.01811  0.09036  2.92143
C  4.12433  -0.11015  1.87855
C  2.77950  -0.31288  2.15704
H  1.27252  -0.47447  3.68219
H  2.86884  -0.11312  5.53186
H  5.26340  0.23971  5.04586
H  6.06855  0.24407  2.71209
H  4.47663  -0.11219  0.85454
H  2.08373  -0.48353  1.34143
C  -3.14827  -3.33671  4.04225
C  -2.55405  -2.76882  2.92458
C  -3.25065  -1.83354  2.16956
C  -4.53733  -1.45909  2.53581
C  -5.12994  -2.02638  3.65556
C  -4.43582  -2.96491  4.40585
H  -2.61049  -4.06982  4.62882
H  -1.55033  -3.06323  2.64192
H  -2.78767  -1.39153  1.29590
H  -5.08172  -0.73202  1.94555
H  -6.13326  -1.73970  3.94160
H  -4.90022  -3.41015  5.27583

Values from the calculation:
Charge: +1
LUMO level: -2.6 eV

Here are the Mulliken charges for atoms 1 to 6, given in e:
1. C -1.018
2. C -0.667
3. C 0.214
4. Cl -0.079
5. N -0.126
6. C -0.214



No. 6
An isolated ion of composition C5H14NS and charge +1 at a distorted geometry. Source: the Open Molecules 2025 dataset; level of theory: ωB97M-V/def2-TZVPD.

Atoms and positions in Å:
C  0.57529  2.10945  0.45231
C  1.07371  0.70763  0.74720
C  0.03380  -0.38418  0.62250
C  -0.42286  -0.57790  -0.82925
S  -0.99944  -2.27309  -1.02321
C  -2.09158  -2.09397  -2.46182
N  1.63640  0.68027  2.20055
H  -0.06046  2.09563  -0.42683
H  -0.05564  2.47383  1.26859
H  1.36129  2.81609  0.18609
H  1.92139  0.46853  0.11941
H  -0.79913  -0.18758  1.30815
H  0.48606  -1.31804  0.97595
H  0.39979  -0.29141  -1.48324
H  -1.28762  0.06745  -0.98680
H  -2.00669  -1.12350  -2.91948
H  -1.90280  -2.90238  -3.14439
H  -3.12386  -2.21428  -2.10800
H  2.64414  0.52330  2.16328
H  1.20164  -0.13038  2.66262
H  1.41658  1.55453  2.67638

Values from the calculation:
SMILES: CSCC[C@@H](C)[NH3+]
Charge: +1
LUMO level: -3.6 eV
Relative energy (zero: lowest compared OMol25 entry of this formula, charge and spin): 0.5280 eV

Here are the Mulliken charges for atoms 1 to 6, given in e:
1. C -1.385
2. C 0.267
3. C -1.146
4. C -0.778
5. S -0.063
6. C -0.804



Molecular weight / g mol⁻¹: 764.67, 116.07, 85.07, 757.88, 430.80, 120.24
E / eV: -96911.8616, -12397.1097, -8632.6139, -67713.6898, -46266.8349, -17730.7519